[1]
A structure of composition C26H34O2PtS8Sb, computed with wB97M-V/def2-TZVPD.

As for the energy relative to the best compared isomer or geometry (same formula, charge and spin): 65.9 kcal per mole. For the orbital gap (spin up / spin down), the calculation gives 3.58 / 3.55 eV. As for the charge: +1. The calculation puts the calculated total energy at -128067.1913 eV.

Last column: Mulliken charge in e.
Element x y z (Å)
Pt 0.25 0.80 -0.57  3.7098
C 3.98 1.64 0.77  0.2308
C 3.00 2.18 1.80  -1.0038
S 1.18 2.06 1.53  0.2734
C 0.70 3.70 0.97  -1.1875
C 1.14 4.00 -0.44  -0.5669
S 0.60 2.75 -1.66  -0.0059
C 2.12 2.49 -2.63  -1.0084
C 3.24 1.70 -1.96  0.7732
S 4.21 2.64 -0.73  -0.2083
H 3.70 0.64 0.45  -0.5970
H 4.96 1.57 1.25  0.5802
H 3.16 3.24 1.97  0.4689
H 3.15 1.66 2.75  0.5518
H 1.08 4.45 1.66  0.6810
H -0.38 3.70 1.05  0.3161
H 2.21 4.08 -0.53  0.2957
H 0.68 4.94 -0.76  0.5919
H 2.45 3.48 -2.95  0.6362
H 1.78 1.95 -3.51  0.3219
H 3.93 1.36 -2.74  0.5670
H 2.84 0.82 -1.47  -1.0131
O 2.08 -0.52 -0.02  -1.1619
C 1.34 -1.35 0.59  -0.5625
O 0.08 -1.14 0.66  -0.9265
C 1.91 -2.58 1.19  0.3912
C 3.28 -2.72 1.33  -0.1415
C 3.80 -3.88 1.88  -0.8416
C 2.95 -4.90 2.27  -0.4380
C 1.57 -4.77 2.11  -0.8980
C 1.05 -3.61 1.57  -0.1697
H 3.94 -1.92 1.01  0.4009
H 4.87 -3.99 2.00  0.4336
H 3.36 -5.81 2.69  0.4075
H 0.92 -5.58 2.40  0.4383
H -0.01 -3.49 1.43  0.4374
C -0.82 -0.30 3.97  -1.3323
Sb -2.17 -0.39 2.32  0.6878
C -2.92 -2.37 2.61  -1.4128
C -3.74 0.78 3.14  -1.3114
H -1.22 -0.98 4.73  0.4683
H -0.78 0.71 4.36  0.3830
H 0.17 -0.63 3.67  0.2428
H -3.71 -2.31 3.35  0.4556
H -2.11 -2.99 2.98  0.3819
H -3.31 -2.79 1.69  0.3570
H -3.90 0.49 4.18  0.4337
H -4.66 0.63 2.57  0.3412
H -3.46 1.83 3.09  0.3631
C -0.59 -1.32 -4.76  -0.6478
C 0.33 -1.86 -3.88  -0.6751
C 0.63 -1.22 -2.68  -0.3322
C -0.01 -0.02 -2.36  -0.1557
C -0.94 0.52 -3.26  0.0412
C -1.22 -0.12 -4.45  -0.8637
H -0.82 -1.83 -5.69  0.4022
H 0.83 -2.79 -4.12  0.4550
H 1.37 -1.65 -2.02  0.4623
H -1.44 1.45 -3.02  0.2542
H -1.94 0.31 -5.13  0.4620
C -2.75 -1.63 -1.35  -0.3282
S -4.06 -0.89 -0.35  -0.1857
C -4.17 0.73 -1.00  0.1095
C -3.30 1.75 -0.84  -0.2747
S -1.86 1.80 0.15  -0.1783
S -3.76 3.27 -1.57  0.0249
C -5.31 2.78 -2.20  0.1083
S -6.32 3.77 -2.99  -0.1540
S -5.63 1.10 -1.88  -0.0513
H -2.78 -2.70 -1.13  0.4844
H -1.78 -1.23 -1.09  -0.1613
H -2.96 -1.48 -2.41  0.3694



[2]
A structure of composition C24H27IrN5PS4, computed with wB97M-V/def2-TZVPD.

As for the spin multiplicity: 5. The expectation value of S² is 6.0386. For the orbital gap (spin up / spin down), the calculation gives 7.21 / 5.11 eV. As for the charge: +2. The calculation puts the calculated total energy at -88230.5770 eV.

Last column: Mulliken spin population.
Element x y z (Å)
Ir -0.33 -1.23 -0.16  2.2908
N 3.49 -2.44 0.85  0.0148
C 3.76 -2.53 -0.52  -0.0019
C 4.94 -2.69 -1.23  0.0035
C 4.83 -2.71 -2.60  -0.0010
C 3.59 -2.59 -3.25  0.0020
C 2.42 -2.44 -2.54  0.0142
C 2.53 -2.40 -1.15  -0.0046
N 1.54 -2.25 -0.16  0.0540
C 2.17 -2.27 1.00  0.0168
C 1.40 -2.10 2.23  0.0103
C 1.64 -2.53 3.49  0.0080
S 0.30 -2.18 4.49  0.0071
C -0.51 -1.49 3.17  0.0105
N 0.17 -1.50 2.05  0.0509
H 4.17 -2.50 1.59  0.0002
H 5.90 -2.78 -0.74  0.0003
H 5.73 -2.83 -3.20  0.0000
H 3.55 -2.64 -4.33  -0.0001
H 1.45 -2.35 -3.03  0.0043
H 2.51 -3.05 3.88  0.0006
H -1.50 -1.07 3.26  0.0039
S -1.80 5.69 -0.34  0.7020
C -0.76 4.40 -0.55  -0.1207
S -1.25 3.01 -1.42  0.0391
C 0.20 2.19 -0.96  0.0617
N 1.00 2.95 -0.25  0.0851
N 0.48 4.18 -0.04  0.1481
C 1.29 5.11 0.68  0.0538
C 1.13 6.49 0.54  0.0422
C 1.91 7.35 1.29  -0.0263
C 2.87 6.84 2.16  0.0626
C 3.05 5.46 2.27  -0.0097
C 2.28 4.59 1.54  0.0319
S 0.59 0.59 -1.49  0.2471
H 0.46 6.90 -0.20  -0.0126
H 1.79 8.41 1.18  0.0005
H 3.49 7.51 2.74  0.0020
H 3.80 5.06 2.94  0.0004
H 2.40 3.52 1.62  0.0002
C -4.92 0.09 0.40  0.0169
C -3.41 0.17 0.15  0.0237
P -2.66 -1.36 -0.52  0.1542
C -3.46 -2.72 0.40  -0.0154
C -2.73 -4.06 0.29  0.0080
C -3.26 -1.41 -2.23  0.0019
C -2.94 -2.71 -2.99  0.0216
H -5.29 1.07 0.69  0.0003
H -5.16 -0.61 1.20  -0.0003
H -5.47 -0.22 -0.49  -0.0008
H -2.88 0.43 1.07  0.0066
H -3.18 0.95 -0.58  0.0003
H -4.49 -2.80 0.07  0.0063
H -3.47 -2.39 1.44  0.0056
H -2.85 -4.52 -0.69  0.0037
H -3.12 -4.76 1.03  0.0001
H -1.66 -3.95 0.48  -0.0216
H -2.80 -0.56 -2.74  0.0011
H -4.33 -1.24 -2.20  0.0016
H -1.87 -2.93 -2.98  -0.0054
H -3.25 -2.61 -4.03  0.0005
H -3.47 -3.56 -2.57  -0.0009



[3]
A structure of composition C51H48N6O2P2Re, computed with wB97M-V/def2-TZVPD.

As for the energy relative to the best compared isomer or geometry (same formula, charge and spin): 97.6 kcal per mole. As for the spin multiplicity: 4. The expectation value of S² is 3.7968. For the orbital gap (spin up / spin down), the calculation gives 5.95 / 6.21 eV. As for the charge: +2. The calculation puts the calculated total energy at -87395.9558 eV.

Last column: Mulliken spin population.
Element x y z (Å)
Re -0.44 -0.08 0.21  1.5267
C -0.70 -3.57 2.70  -0.0199
C -1.42 -2.58 3.59  -0.0074
C -1.20 -2.64 5.00  0.0265
C -2.36 -2.10 5.69  0.0158
C -2.21 -0.56 5.51  0.0179
C -1.15 -0.22 4.49  0.0467
C -0.67 1.20 4.60  0.0002
C -0.79 -1.08 3.52  -0.0560
N 0.02 -0.81 2.42  0.0866
C 1.34 -1.13 2.56  -0.0091
O 1.82 -1.68 3.54  0.0135
C 2.20 -0.72 1.41  0.0258
C 3.58 -0.75 1.51  0.0003
C 4.34 -0.33 0.42  0.0004
C 3.69 0.08 -0.74  -0.0009
C 2.31 0.07 -0.76  0.0316
N 1.59 -0.31 0.30  -0.0308
C 1.50 0.34 -2.00  -0.0225
O 2.03 0.64 -3.04  0.0393
N 0.16 0.11 -1.81  0.2090
C -0.61 -0.30 -2.94  0.0147
C -0.25 -1.47 -3.64  0.0308
C 1.03 -2.22 -3.38  0.0001
C -1.09 -1.94 -4.64  -0.0070
C -2.25 -1.27 -4.99  0.0159
C -2.56 -0.09 -4.35  -0.0140
C -1.75 0.41 -3.34  -0.0383
C -2.03 1.77 -2.78  0.0373
H -1.13 -4.56 2.85  0.0017
H 0.36 -3.62 2.95  -0.0009
H -0.82 -3.30 1.66  0.0004
H -0.23 -2.85 5.45  0.0003
H -2.53 -2.42 6.71  0.0004
H -2.07 0.00 6.44  -0.0063
H -1.35 1.79 5.21  -0.0112
H -0.56 1.66 3.63  -0.0081
H 0.31 1.21 5.10  0.0054
H 4.03 -1.10 2.43  -0.0002
H 5.42 -0.33 0.48  -0.0001
H 4.23 0.39 -1.62  0.0008
H 1.32 -2.19 -2.32  -0.0026
H 1.84 -1.76 -3.94  0.0006
H 0.93 -3.25 -3.70  0.0001
H -0.82 -2.85 -5.16  0.0001
H -2.89 -1.65 -5.78  0.0005
H -3.42 0.49 -4.66  0.0001
H -2.62 2.37 -3.48  0.0012
H -1.09 2.28 -2.59  -0.0085
H -2.58 1.72 -1.85  -0.0141
N -1.95 2.09 1.57  0.0349
P -2.69 0.70 0.90  0.0537
C -4.22 1.25 0.10  -0.0090
C -5.13 0.26 -0.29  0.0057
C -6.29 0.61 -0.94  0.0028
C -6.57 1.95 -1.21  0.0026
C -5.67 2.93 -0.83  -0.0003
C -4.49 2.59 -0.18  -0.0009
C -3.30 -0.26 2.34  -0.0135
C -3.15 -1.62 2.19  0.3363
C -2.97 -2.52 3.35  0.0160
C -3.55 -2.03 4.69  0.0024
C -3.63 -0.49 4.81  0.0473
C -3.61 0.31 3.56  0.4276
P -0.48 2.38 0.67  0.0029
C -0.90 3.88 -0.28  0.0015
C -0.36 4.16 -1.53  -0.0001
C -0.66 5.36 -2.17  -0.0003
C -1.48 6.29 -1.55  -0.0005
C -1.97 6.04 -0.28  0.0007
C -1.68 4.85 0.36  -0.0006
C 0.91 3.07 1.64  -0.0183
C 1.48 4.30 1.28  0.0008
C 2.65 4.74 1.88  0.0014
C 3.28 3.97 2.85  -0.0015
C 2.73 2.75 3.21  -0.0007
C 1.57 2.31 2.60  0.0012
H -2.52 2.84 1.94  0.0045
H -4.91 -0.78 -0.07  -0.0071
H -7.00 -0.16 -1.24  0.0003
H -7.48 2.22 -1.72  0.0001
H -5.88 3.97 -1.04  0.0000
H -3.77 3.36 0.08  0.0017
H -2.94 -2.04 1.21  0.1471
H -3.32 -3.53 3.13  -0.0068
H -4.45 -2.57 4.96  0.0002
H -4.40 -0.16 5.50  0.0156
H -3.74 1.39 3.66  -0.0232
H 0.32 3.46 -2.00  -0.0007
H -0.23 5.57 -3.14  0.0000
H -1.72 7.22 -2.05  0.0000
H -2.57 6.79 0.23  0.0000
H -2.03 4.71 1.37  0.0009
H 1.01 4.93 0.54  -0.0005
H 3.07 5.69 1.58  -0.0001
H 4.19 4.32 3.31  0.0000
H 3.21 2.14 3.97  0.0000
H 1.15 1.36 2.90  0.0075
C 0.96 -5.29 -1.23  0.0004
N 0.06 -4.17 -0.99  0.0074
C -1.20 -3.99 -1.50  0.0001
C -1.61 -2.77 -1.09  0.0195
N -0.63 -2.20 -0.32  0.0110
C 0.38 -3.07 -0.30  0.0391
H 1.11 -5.87 -0.31  0.0002
H 1.92 -4.93 -1.58  0.0000
H 0.53 -5.94 -1.98  -0.0001
H -1.69 -4.73 -2.12  0.0003
H -2.55 -2.26 -1.29  -0.0057
H 1.30 -2.95 0.23  0.0031



[4]
A structure of composition C25H27BaF2N11O6S, computed with wB97M-V/def2-TZVPD.

As for the energy relative to the best compared isomer or geometry (same formula, charge and spin): 0.0 kcal per mole. For the orbital gap, the calculation gives 4.73 eV. As for the charge: -2. The calculation puts the calculated total energy at -72003.9404 eV.

Last column: Mulliken charge in e.
Element x y z (Å)
Ba -0.62 0.69 0.16  1.9867
O 2.29 3.16 5.66  -0.6176
C 1.86 2.33 4.63  1.5915
C 0.68 1.70 4.67  -2.0356
C 0.35 0.76 3.55  2.2151
N 0.98 1.12 2.26  0.2718
C 2.17 1.73 2.35  0.0213
C 2.72 2.26 3.50  -1.5912
C 3.05 1.92 1.11  0.0698
O 4.19 2.31 1.24  -0.7106
O 1.95 0.50 -0.63  -0.3225
C -1.19 0.66 3.34  -0.2639
O -1.97 1.32 4.02  -0.8304
O -1.55 -0.15 2.40  -1.1547
H 1.62 3.08 6.36  0.2782
H -0.05 1.86 5.45  0.2049
H 3.68 2.74 3.49  0.4402
C 4.80 0.20 -2.56  -1.0638
C 4.71 1.02 -1.27  -0.1609
N 3.60 1.96 -1.32  -0.3888
C 2.54 1.75 -0.36  0.3473
S 1.33 3.13 -0.53  -0.5594
N 2.50 -0.62 0.30  -0.0875
N 1.84 -1.63 0.20  -0.3844
C 0.82 -1.93 -0.68  -0.4235
C 0.92 -1.50 -2.12  0.1419
C 0.08 -3.11 -0.33  0.7691
C 0.24 -3.76 0.92  -0.8352
C -0.51 -4.87 1.22  -0.3466
C -1.45 -5.34 0.30  -0.7933
C -1.56 -4.65 -0.89  -0.2021
N -0.84 -3.57 -1.22  -0.4093
H 5.63 -0.52 -2.51  0.4002
H 4.96 0.86 -3.42  0.3562
H 3.87 -0.34 -2.72  0.0191
H 5.64 1.57 -1.11  0.4665
H 4.61 0.34 -0.42  0.1454
H 3.91 2.91 -1.23  0.2789
H 0.59 -0.48 -2.34  -0.2920
H 0.33 -2.19 -2.73  0.4296
H 1.96 -1.54 -2.45  0.0386
H 0.95 -3.37 1.63  0.3343
H -0.39 -5.36 2.18  0.4058
H -2.08 -6.20 0.50  0.3578
H -2.29 -4.97 -1.64  0.3425
O -1.26 2.60 -2.08  -0.4467
C -0.93 1.93 -3.27  -0.1775
C -1.83 0.74 -3.47  0.3533
C -2.41 0.47 -4.70  -0.8882
C -3.17 -0.68 -4.85  -0.3338
C -3.34 -1.52 -3.76  -0.8354
C -2.74 -1.16 -2.56  -0.4906
N -2.00 -0.07 -2.42  0.6927
H -0.39 2.91 -1.68  -0.0669
H 0.12 1.58 -3.22  0.0616
H -1.01 2.59 -4.14  0.3652
H -2.25 1.15 -5.53  0.4249
H -3.64 -0.91 -5.80  0.3729
H -3.92 -2.42 -3.83  0.4181
H -2.82 -1.81 -1.70  0.3843
N -4.28 0.54 2.44  -1.0461
N -4.49 1.22 1.25  0.8863
N -3.57 1.37 0.31  0.2284
C -4.24 2.04 -0.61  -0.4797
N -5.50 2.29 -0.24  -0.4074
N -5.64 1.75 0.95  -0.5403
H -3.38 0.03 2.31  0.3755
H -3.99 1.23 3.15  0.3801
H -3.79 2.35 -1.54  0.5323
F 0.09 -1.19 4.94  -0.3657
C 0.79 -0.69 3.86  0.7141
F 2.10 -0.77 4.20  -0.3332
H 0.62 -1.35 3.00  -0.2175